Record 1
{
  "formula": "C6H8N2",
  "method": "ωB97M-V with the def2-TZVPD basis set",
  "homo_lumo_gap_ev": 8.9783,
  "fmax_ev_per_a": 6.44,
  "e_homo_ev": -8.7993,
  "e_lumo_ev": 0.18,
  "elements": ["C", "C", "C", "C", "C", "C", "H", "H", "H", "H", "H", "H", "H", "H", "N", "N"],
  "xyz": [[2.159, -0.412, -0.112], [-0.001, 0.352, 0.464], [-1.815, 0.225, -1.247], [-1.305, -0.518, -2.307], [0.384, 0.643, 1.992], [0.479, 0.692, 3.237], [3.099, -0.466, -0.986], [1.788, -1.593, 0.148], [2.359, 0.335, 0.842], [-2.157, 0.605, 0.872], [-2.991, 0.252, -1.149], [-0.340, -0.944, -2.388], [-2.237, -0.928, -3.099], [0.922, 0.637, 4.284], [0.893, 0.167, -0.490], [-1.237, 0.952, -0.062]],
  "forces_ev_per_angstrom": [[0.77, -0.83, 1.21], [2.51, 3.08, -1.72], [-1.24, -1.00, -0.70], [-4.93, 0.48, 0.70], [-1.29, -1.18, 1.14], [1.16, -0.46, -2.46], [-3.17, 0.50, 2.62], [1.94, 3.17, -0.30], [1.00, -2.68, -1.89], [3.66, 1.68, -3.52], [2.60, 0.45, -0.57], [0.83, 0.27, -0.31], [3.11, 1.22, 2.52], [-1.17, 0.32, -2.00], [-2.36, -0.92, 1.68], [-3.41, -4.11, 3.60]],
  "lowdin_charge": [-0.17, -0.36, -0.26, -0.04, -0.06, 0.08, 0.13, 0.13, 0.10, 0.25, 0.11, 0.00, 0.12, 0.06, -0.05, -0.02]
}

***

Record 2
{
  "formula": "C6H8N2",
  "method": "ωB97M-V with the def2-TZVPD basis set",
  "homo_lumo_gap_ev": 9.5375,
  "fmax_ev_per_a": 5.22,
  "e_homo_ev": -8.6220,
  "e_lumo_ev": 0.92,
  "smiles": "C1=C[C@H]2CN2N=CC1",
  "elements": ["C", "C", "C", "C", "N", "N", "C", "C", "H", "H", "H", "H", "H", "H", "H", "H"],
  "xyz": [[-1.146, 0.967, 0.213], [-1.216, -0.076, -0.583], [-0.478, -1.340, -0.407], [0.653, -1.635, -1.374], [0.911, -1.241, 0.019], [1.720, -0.168, 0.216], [1.406, 0.870, 0.833], [-0.070, 1.450, 1.222], [-2.133, 1.722, 0.094], [-2.365, -0.068, -0.889], [-1.086, -2.245, -0.045], [0.951, -2.638, -1.493], [0.939, -1.026, -2.321], [2.098, 1.755, 0.961], [0.215, 2.689, 1.356], [-0.400, 0.985, 2.201]],
  "forces_ev_per_angstrom": [[-1.44, 4.96, 0.78], [-4.17, -0.84, 0.68], [-0.09, -0.05, -1.11], [0.64, 0.70, -0.31], [0.12, -1.13, -0.86], [0.82, 0.39, -0.01], [-2.39, 3.15, 0.69], [1.77, 0.00, -0.13], [2.95, -1.81, 0.56], [2.72, -0.89, -0.41], [1.01, 1.56, -0.26], [-0.04, -1.24, -0.41], [-0.77, -0.39, 2.23], [0.05, -1.73, -0.23], [-1.67, -3.63, -0.51], [0.50, 0.95, -0.69]],
  "lowdin_charge": [-0.17, -0.13, -0.25, -0.08, -0.10, 0.02, -0.16, -0.15, 0.15, 0.14, 0.16, 0.07, 0.15, 0.10, 0.16, 0.11]
}

***

Record 3
{
  "formula": "C6H8N2",
  "method": "ωB97M-V with the def2-TZVPD basis set",
  "homo_lumo_gap_ev": 7.6393,
  "fmax_ev_per_a": 4.20,
  "e_homo_ev": -6.5790,
  "e_lumo_ev": 1.06,
  "smiles": "Nc1ccn2c1CC2",
  "elements": ["N", "C", "C", "C", "N", "C", "C", "C", "H", "H", "H", "H", "H", "H", "H", "H"],
  "xyz": [[2.332, -1.010, -0.058], [1.309, -0.113, -0.010], [1.364, 1.309, 0.142], [0.099, 1.800, -0.160], [-0.694, 0.670, -0.104], [-0.047, -0.470, -0.097], [-1.359, -1.280, 0.016], [-2.025, 0.130, 0.068], [3.272, -0.706, 0.255], [2.080, -1.957, -0.343], [2.292, 1.891, 0.200], [-0.398, 2.744, -0.213], [-1.497, -1.823, -0.890], [-1.372, -1.827, 0.944], [-2.803, 0.250, -0.761], [-2.553, 0.394, 1.009]],
  "forces_ev_per_angstrom": [[1.96, -0.54, 0.24], [-1.45, -0.45, 0.71], [0.59, -0.06, -1.69], [-1.23, -1.30, 1.78], [-1.64, 3.63, -1.34], [1.94, -0.33, 0.61], [1.77, 0.73, 0.54], [-2.06, -0.40, -0.90], [-1.27, -0.99, -0.57], [0.86, 0.70, 0.45], [-0.50, -0.30, -0.14], [0.32, 0.52, 0.17], [-0.73, -0.77, -0.32], [-0.48, -0.58, 0.02], [1.27, 0.28, 0.81], [0.65, -0.15, -0.37]],
  "lowdin_charge": [0.06, -0.32, -0.04, -0.07, -0.12, -0.18, -0.05, -0.10, 0.11, 0.10, 0.10, 0.10, 0.09, 0.10, 0.13, 0.12]
}

***

Record 4
{
  "formula": "C6H8N2",
  "method": "ωB97M-V with the def2-TZVPD basis set",
  "homo_lumo_gap_ev": 7.7249,
  "fmax_ev_per_a": 5.48,
  "e_homo_ev": -7.6346,
  "e_lumo_ev": 0.09,
  "smiles": "C=CC1=NC(=C)CN1",
  "elements": ["C", "C", "C", "N", "C", "C", "C", "N", "H", "H", "H", "H", "H", "H", "H", "H"],
  "xyz": [[2.430, -0.703, 1.452], [1.941, 0.487, 0.934], [0.689, 0.373, 0.145], [-0.115, 1.343, -0.179], [-1.261, 0.754, -0.719], [-2.462, 1.312, -1.165], [-1.049, -0.793, -0.629], [0.256, -0.870, -0.163], [3.356, -0.636, 2.219], [1.880, -1.668, 1.487], [2.481, 1.388, 1.135], [-2.394, 2.446, -1.273], [-3.437, 0.918, -1.472], [-1.256, -1.088, -1.649], [-1.886, -1.393, -0.085], [0.827, -1.869, -0.038]],
  "forces_ev_per_angstrom": [[1.14, 2.36, 2.11], [0.43, -3.78, 0.48], [0.53, 0.81, 0.45], [0.32, 0.37, -0.04], [-3.44, -1.19, -0.12], [3.16, 2.15, 0.66], [-3.92, 0.20, -0.94], [2.77, -4.68, 0.69], [-2.14, -0.27, -2.14], [0.63, 0.91, -0.27], [-0.16, 0.52, -0.26], [-0.29, -1.53, 0.33], [0.90, -0.62, 0.19], [0.73, -0.62, -0.53], [1.56, 1.16, -0.09], [-2.21, 4.21, -0.52]],
  "lowdin_charge": [0.01, -0.06, -0.39, 0.13, -0.33, 0.03, -0.19, 0.00, 0.10, 0.05, 0.09, 0.06, 0.04, 0.10, 0.14, 0.22]
}

***

Record 5
{
  "formula": "C6H8N2O",
  "method": "ωB97M-V with the def2-TZVPD basis set",
  "homo_lumo_gap_ev": 9.3535,
  "fmax_ev_per_a": 4.05,
  "e_homo_ev": -8.8008,
  "e_lumo_ev": 0.55,
  "elements": ["C", "C", "C", "C", "C", "C", "N", "N", "O", "H", "H", "H", "H", "H", "H", "H", "H"],
  "xyz": [[4.277, -0.170, 0.101], [3.247, -1.038, 0.125], [2.508, 1.025, -0.138], [-2.450, 0.673, 0.303], [0.902, -0.912, 0.055], [-1.507, -0.363, -0.421], [3.779, 1.095, -0.034], [2.094, -0.320, -0.022], [-0.078, -0.074, -0.307], [5.369, -0.361, 0.137], [3.351, -2.181, 0.223], [1.829, 1.820, 0.187], [-3.434, 0.345, 0.109], [-2.234, 1.697, -0.053], [-2.152, 0.503, 1.269], [-1.513, -1.367, 0.068], [-1.611, -0.387, -1.442]],
  "forces_ev_per_angstrom": [[0.96, -0.40, -0.40], [1.73, -3.25, 0.39], [-1.06, -0.10, 1.43], [2.78, -0.60, -2.88], [-3.70, -0.88, -0.28], [1.22, -1.01, 2.99], [0.91, 1.49, -0.06], [0.31, 1.06, -0.21], [1.82, 1.71, 0.34], [-1.11, 0.11, 0.03], [-0.83, 2.23, -0.25], [0.14, -0.21, -1.03], [-1.20, -0.09, -0.09], [-0.31, -0.54, 0.28], [0.07, 0.34, 2.75], [-0.93, 0.50, -0.63], [-0.80, -0.34, -2.38]],
  "lowdin_charge": [-0.15, -0.11, -0.14, -0.03, -0.03, -0.18, 0.06, -0.09, -0.12, 0.11, 0.15, 0.14, 0.06, 0.09, 0.04, 0.12, 0.08]
}

***

Record 6
{
  "formula": "C6H8N2O",
  "method": "ωB97M-V with the def2-TZVPD basis set",
  "homo_lumo_gap_ev": 9.2065,
  "fmax_ev_per_a": 3.69,
  "e_homo_ev": -8.6627,
  "e_lumo_ev": 0.54,
  "smiles": "C[C@]1([C@@]2(C)N=C2O)C=N1",
  "elements": ["C", "C", "C", "C", "N", "C", "O", "C", "N", "H", "H", "H", "H", "H", "H", "H", "H"],
  "xyz": [[-1.752, -1.028, 0.303], [-0.278, -0.923, 0.067], [0.364, 0.444, 0.073], [-0.491, 1.627, -0.322], [1.319, 0.780, 1.202], [1.827, 0.486, 0.077], [2.794, 1.167, -0.527], [0.430, -2.074, -0.413], [0.975, -2.021, 0.708], [-2.304, -0.421, -0.420], [-2.014, -0.670, 1.304], [-2.107, -2.059, 0.203], [-1.000, 1.452, -1.274], [-1.254, 1.814, 0.440], [0.115, 2.531, -0.416], [3.208, 1.725, 0.154], [0.167, -2.832, -1.159]],
  "forces_ev_per_angstrom": [[-0.09, -0.26, 0.92], [1.50, -0.08, 0.14], [0.22, -0.95, 0.01], [-0.08, -0.05, -0.20], [0.22, -0.76, -0.28], [-1.56, 3.05, 1.36], [1.26, -0.74, -0.80], [-0.76, -0.52, -0.44], [-1.76, 0.54, -0.43], [0.20, 0.02, -0.01], [-0.14, -0.05, -0.10], [0.11, 0.15, 0.06], [0.03, 0.05, 0.04], [0.07, -0.08, -0.03], [-0.03, -0.19, 0.00], [-0.02, -0.18, -0.11], [0.84, 0.04, -0.13]],
  "lowdin_charge": [-0.04, -0.29, -0.36, -0.02, 0.22, -0.38, 0.10, -0.21, 0.23, 0.08, 0.09, 0.08, 0.09, 0.09, 0.08, 0.13, 0.12]
}

***

Record 7
{
  "formula": "C6H8N2O",
  "method": "ωB97M-V with the def2-TZVPD basis set",
  "homo_lumo_gap_ev": 9.7655,
  "fmax_ev_per_a": 5.27,
  "e_homo_ev": -8.9168,
  "e_lumo_ev": 0.85,
  "smiles": "C=CCn1ccnc1O",
  "elements": ["C", "C", "C", "N", "C", "C", "N", "C", "O", "H", "H", "H", "H", "H", "H", "H", "H"],
  "xyz": [[-1.299, -0.237, 1.217], [-1.462, -0.579, -0.057], [-0.326, -0.647, -1.000], [0.817, 0.129, -0.544], [1.107, 1.449, -0.634], [2.291, 1.613, -0.010], [2.696, 0.378, 0.542], [1.828, -0.430, 0.143], [1.711, -2.005, 0.400], [-2.025, -0.114, 2.015], [-0.319, -0.119, 1.672], [-2.371, -0.840, -0.436], [-0.568, -0.281, -2.098], [0.188, -1.631, -0.990], [0.472, 2.274, -1.098], [3.008, 2.517, 0.105], [2.595, -2.362, 0.605]],
  "forces_ev_per_angstrom": [[0.39, -0.15, 0.73], [1.61, 0.81, 1.72], [1.35, 0.40, -2.13], [-0.91, -1.19, -0.38], [-0.74, 2.79, -0.86], [2.35, 0.91, 1.23], [1.90, 1.41, 0.11], [-1.18, -5.10, 0.60], [0.38, 4.29, -0.64], [-0.62, -0.32, -0.68], [0.22, 0.30, -0.54], [-2.50, -0.47, -0.93], [0.23, -0.98, 2.23], [-1.22, 0.03, -0.66], [0.80, -1.79, 0.56], [-1.79, -1.71, -0.23], [-0.26, 0.76, -0.13]],
  "lowdin_charge": [0.04, -0.14, -0.14, -0.08, -0.10, -0.13, 0.11, -0.34, -0.03, 0.06, 0.07, 0.06, 0.17, 0.12, 0.15, 0.13, 0.08]
}

***

Record 8
{
  "formula": "C6H8N2O2",
  "method": "ωB97M-V with the def2-TZVPD basis set",
  "homo_lumo_gap_ev": 8.7581,
  "fmax_ev_per_a": 3.09,
  "e_homo_ev": -8.5944,
  "e_lumo_ev": 0.16,
  "elements": ["C", "C", "C", "C", "C", "C", "N", "N", "O", "O", "H", "H", "H", "H", "H", "H", "H", "H"],
  "xyz": [[3.826, -0.388, -0.099], [-0.650, -0.680, 0.553], [-0.777, 0.263, -0.646], [0.630, -0.191, 1.237], [0.669, 0.490, -1.124], [1.518, 0.072, 0.053], [3.913, 1.041, 0.209], [2.924, 1.643, 0.411], [4.771, -1.077, -0.264], [2.556, -0.786, -0.168], [-1.522, -0.643, 1.204], [-0.514, -1.712, 0.220], [-1.401, -0.145, -1.440], [-1.213, 1.209, -0.320], [0.440, 0.748, 1.760], [1.058, -0.901, 1.941], [0.910, -0.127, -1.992], [0.850, 1.532, -1.388]],
  "forces_ev_per_angstrom": [[0.73, -0.70, -0.18], [-0.15, 0.07, 0.07], [-0.06, -0.07, -0.11], [0.10, -0.28, -0.06], [0.06, -0.17, -0.09], [1.90, 2.36, 0.62], [1.32, 0.90, 0.20], [-2.58, -1.65, -0.31], [-0.24, 0.13, 0.02], [-1.12, -0.67, -0.17], [-0.02, -0.06, 0.03], [-0.02, 0.02, 0.00], [-0.06, 0.06, 0.04], [-0.05, 0.01, -0.02], [0.01, 0.05, 0.01], [0.08, 0.02, 0.00], [0.04, 0.02, 0.01], [0.06, -0.03, -0.06]],
  "lowdin_charge": [-0.51, -0.18, -0.18, -0.12, -0.11, -0.29, 0.02, 0.17, 0.17, 0.09, 0.11, 0.12, 0.11, 0.11, 0.12, 0.12, 0.13, 0.11]
}

***

In kJ/mol, the energy above the lowest of the compared OMol25 structures with the same formula, charge and spin values for the records above are, in order, 788.9; 514.0; 232.4; 269.1; 317.3; 488.8; 223.0; 256.5.